# 1
# C48H50N4O6PRbS3

C48H50N4O6PRbS3 as an isolated structure (wB97M-V/def2-TZVPD, OMol25).

Results
- Spin multiplicity: 1
- HOMO-LUMO gap: 5.97 eV
- Net charge: -2
- Largest force on an atom: 0.9 eV/A
- ΔE to the lowest compared entry with this formula, charge and spin: 12.8 kcal per mole
- HOMO: -2.75 eV
- Electronic energy: -4089.67013 a.u.
- LUMO: 3.2 eV

Last column: Mulliken charge in e.
Geometry (Å):
Rb (0.540, -0.008, 0.596)  1.037
C (2.466, 3.167, -0.063)  -0.123
C (3.862, 2.581, 0.162)  -1.019
N (3.849, 1.160, 0.467)  0.529
C (4.577, 0.769, 1.659)  -0.467
C (3.963, 1.325, 2.942)  -0.997
N (2.533, 1.102, 3.055)  0.246
C (1.727, 2.260, 3.388)  0.386
C (1.736, 3.334, 2.294)  -1.103
N (1.516, 2.793, 0.964)  0.528
H (2.082, 2.789, -1.014)  -0.387
H (2.571, 4.262, -0.175)  0.327
H (4.356, 3.118, 0.977)  0.274
H (4.466, 2.791, -0.730)  0.493
H (4.169, 0.608, -0.318)  -0.152
H (5.635, 1.084, 1.632)  0.175
H (4.565, -0.319, 1.700)  0.208
H (4.149, 2.401, 3.001)  0.280
H (4.509, 0.891, 3.793)  0.457
H (2.314, 0.320, 3.654)  0.259
H (2.038, 2.745, 4.333)  0.280
H (0.697, 1.923, 3.517)  -0.734
H (2.691, 3.868, 2.306)  0.342
H (0.966, 4.070, 2.553)  0.447
H (0.562, 2.958, 0.670)  0.109
C (-5.235, 2.741, -3.006)  -0.535
C (-5.006, 2.294, -1.715)  -0.700
C (-3.923, 1.462, -1.451)  -0.048
C (-3.062, 1.065, -2.470)  -0.621
C (-3.298, 1.533, -3.761)  -0.074
C (-4.373, 2.361, -4.030)  -0.747
P (-1.703, -0.078, -1.963)  2.239
C (-0.338, 0.799, -2.865)  0.011
C (0.657, 0.195, -3.625)  -0.432
C (1.679, 0.946, -4.191)  -0.666
C (1.721, 2.321, -4.019)  -0.401
C (0.727, 2.939, -3.273)  -0.844
C (-0.285, 2.186, -2.700)  -0.151
C (-2.185, -1.558, -2.908)  0.719
C (-3.353, -1.783, -3.582)  -0.921
C (-3.607, -3.067, -4.123)  -0.950
C (-2.701, -4.079, -3.996)  -0.952
C (-1.478, -3.875, -3.300)  0.875
C (-0.484, -4.869, -3.166)  -1.167
C (0.684, -4.566, -2.515)  -0.937
C (0.884, -3.291, -1.929)  -0.808
C (-0.057, -2.282, -1.975)  0.166
C (-1.225, -2.604, -2.731)  0.062
H (-6.074, 3.394, -3.216)  0.349
H (-5.655, 2.601, -0.904)  0.403
H (-3.722, 1.145, -0.434)  0.278
H (-2.625, 1.250, -4.564)  0.451
H (-4.541, 2.717, -5.039)  0.373
H (0.646, -0.878, -3.764)  0.452
H (2.448, 0.445, -4.764)  0.403
H (2.525, 2.901, -4.453)  0.380
H (0.745, 4.011, -3.118)  0.337
H (-1.050, 2.689, -2.118)  0.395
H (-4.088, -0.998, -3.705)  0.473
H (-4.534, -3.241, -4.658)  0.384
H (-2.906, -5.048, -4.439)  0.348
H (-0.643, -5.851, -3.602)  0.331
H (1.462, -5.319, -2.440)  0.406
H (1.834, -3.158, -1.409)  0.102
C (-1.102, -4.436, 2.176)  -1.312
S (-0.712, -2.987, 1.189)  0.866
O (0.267, -2.199, 2.034)  -0.876
C (-2.307, -2.196, 1.345)  0.447
C (-3.220, -2.352, 0.314)  -0.669
C (-4.464, -1.750, 0.431)  -0.570
C (-4.771, -1.006, 1.562)  -0.632
C (-3.841, -0.847, 2.579)  -0.504
C (-2.590, -1.438, 2.469)  -0.455
H (-1.407, -4.117, 3.171)  0.378
H (-0.204, -5.047, 2.223)  0.439
H (-1.901, -4.982, 1.680)  0.399
H (-2.949, -2.898, -0.581)  0.411
H (-5.175, -1.837, -0.380)  0.387
H (-5.735, -0.517, 1.640)  0.398
H (-4.072, -0.233, 3.439)  0.566
H (-1.830, -1.284, 3.225)  0.386
N (3.671, -2.496, 0.852)  -0.186
C (4.617, -2.202, -0.133)  0.372
C (4.253, -1.620, -1.342)  -0.520
C (5.227, -1.244, -2.262)  -0.515
C (6.573, -1.442, -2.002)  -0.325
C (6.929, -2.042, -0.801)  -0.786
C (5.973, -2.417, 0.122)  -0.430
S (7.841, -0.926, -3.162)  1.278
O (8.689, -2.103, -3.317)  -0.718
O (8.512, 0.186, -2.499)  -0.702
O (7.108, -0.548, -4.363)  -0.722
H (3.906, -3.265, 1.459)  0.216
H (2.712, -2.532, 0.554)  0.021
H (3.201, -1.465, -1.578)  0.668
H (4.942, -0.797, -3.204)  0.738
H (7.977, -2.215, -0.594)  0.343
H (6.273, -2.868, 1.061)  0.344
O (-6.611, 2.555, 6.748)  -0.522
C (-5.365, 1.993, 6.795)  0.613
O (-5.021, 1.431, 7.806)  -0.610
C (-4.549, 2.090, 5.565)  1.054
C (-5.032, 2.562, 4.338)  -0.716
C (-4.221, 2.623, 3.228)  -1.064
C (-2.868, 2.217, 3.266)  -0.050
S (-1.904, 2.214, 1.838)  -0.169
C (-2.402, 1.748, 4.511)  -0.238
C (-3.214, 1.680, 5.621)  -0.856
H (-6.715, 3.010, 5.907)  0.303
H (-6.068, 2.863, 4.205)  0.118
H (-4.618, 2.970, 2.283)  0.431
H (-1.373, 1.416, 4.582)  0.190
H (-2.828, 1.307, 6.560)  0.404

Forces on atoms 1 to 2 (eV/Å):
0.41 0.71 -0.33
0.01 -0.02 -0.11


# 2
# C48H51N3O2SbTeV

C48H51N3O2SbTeV as an isolated structure in a non-equilibrium geometry (wB97M-V/def2-TZVPD, OMol25).

Results
- Expectation value of S²: 2.0142
- Spin multiplicity: 3
- HOMO-LUMO gap (alpha / beta): 4.19 / 3.91 eV
- Largest force on an atom: 1.9 eV/A
- ΔE to the lowest compared entry with this formula, charge and spin: 25.4 kcal per mole
- HOMO (alpha / beta): -4.48 / -4.48 eV
- Electronic energy: -3626.68244 a.u.
- LUMO (alpha / beta): -0.3 / -0.6 eV

Last column: Mulliken charge in e.
Geometry (Å):
V (11.421, -15.466, 7.463)  -0.656
C (9.580, -15.988, 9.965)  -1.374
N (11.012, -16.012, 9.576)  1.587
C (11.737, -14.952, 10.367)  -1.776
C (13.007, -14.526, 9.636)  1.649
C (12.771, -13.357, 8.679)  -1.302
N (11.502, -13.545, 8.009)  0.871
C (10.646, -12.660, 7.774)  0.023
C (9.375, -12.902, 7.139)  0.603
C (8.547, -11.804, 6.941)  -0.886
C (7.305, -11.960, 6.363)  -0.850
C (6.910, -13.234, 5.941)  -0.419
C (7.719, -14.327, 6.144)  -0.773
C (8.945, -14.152, 6.749)  0.522
O (9.654, -15.272, 6.940)  -0.570
C (11.622, -17.329, 9.900)  0.435
C (11.090, -18.492, 9.073)  -0.940
C (10.547, -18.235, 7.678)  -1.000
N (11.378, -17.394, 6.858)  1.048
C (11.770, -17.747, 5.701)  -0.247
C (12.440, -16.919, 4.736)  0.466
C (12.582, -17.396, 3.418)  -0.738
C (13.155, -16.606, 2.453)  -0.983
C (13.601, -15.319, 2.800)  -0.474
C (13.510, -14.849, 4.088)  -0.595
C (12.909, -15.658, 5.048)  0.501
O (12.783, -15.167, 6.292)  0.215
H (9.514, -16.049, 11.054)  0.372
H (9.047, -16.823, 9.525)  0.296
H (9.124, -15.055, 9.630)  0.314
H (11.924, -15.348, 11.368)  0.471
H (11.042, -14.113, 10.472)  0.529
H (13.526, -15.368, 9.146)  -1.173
H (13.781, -14.199, 10.334)  1.009
H (13.571, -13.338, 7.928)  -0.043
H (12.726, -12.391, 9.202)  0.488
H (10.892, -11.643, 8.103)  0.279
H (8.888, -10.820, 7.255)  0.427
H (6.669, -11.104, 6.189)  0.410
H (5.948, -13.365, 5.459)  0.418
H (7.445, -15.326, 5.835)  0.491
H (11.482, -17.513, 10.972)  0.449
H (12.704, -17.224, 9.738)  -0.739
H (10.293, -19.023, 9.592)  0.488
H (11.923, -19.196, 9.009)  0.173
H (9.567, -17.749, 7.734)  0.076
H (10.395, -19.186, 7.156)  0.642
H (11.552, -18.781, 5.405)  0.181
H (12.231, -18.395, 3.173)  0.431
H (13.254, -16.955, 1.438)  0.431
H (14.048, -14.694, 2.035)  0.445
H (13.897, -13.895, 4.410)  0.464
C (18.749, -17.160, 11.170)  -0.668
C (17.708, -16.245, 11.008)  -0.605
C (16.665, -16.513, 10.132)  -0.245
C (16.647, -17.695, 9.401)  1.048
C (17.702, -18.597, 9.525)  -0.456
C (18.742, -18.332, 10.420)  -0.683
Sb (15.797, -15.113, 6.903)  0.320
C (17.234, -13.560, 7.126)  0.193
C (17.171, -12.759, 8.277)  -0.285
C (17.983, -11.638, 8.446)  -0.704
C (18.903, -11.303, 7.457)  -0.363
C (18.994, -12.080, 6.304)  -0.623
C (18.160, -13.179, 6.132)  -0.323
C (16.945, -16.445, 5.711)  0.078
C (16.255, -17.352, 4.898)  0.111
C (16.903, -18.309, 4.140)  -0.663
C (18.293, -18.377, 4.161)  -0.501
C (19.014, -17.489, 4.961)  -0.770
C (18.347, -16.533, 5.724)  -0.444
H (19.562, -16.944, 11.858)  0.356
H (17.702, -15.316, 11.573)  0.409
H (15.865, -15.801, 10.004)  0.178
H (17.715, -19.517, 8.966)  0.446
H (19.546, -19.047, 10.527)  0.409
H (16.478, -13.038, 9.063)  0.282
H (17.931, -11.039, 9.345)  0.375
H (19.552, -10.445, 7.588)  0.346
H (19.705, -11.822, 5.530)  0.372
H (18.224, -13.761, 5.219)  0.411
H (15.171, -17.316, 4.831)  -0.095
H (16.336, -18.993, 3.506)  0.432
H (18.825, -19.105, 3.565)  0.361
H (20.090, -17.544, 4.986)  0.415
H (18.917, -15.867, 6.360)  0.511
C (16.513, -23.964, 10.710)  -1.665
C (16.008, -22.671, 10.117)  0.680
C (15.945, -22.489, 8.745)  -0.960
C (15.541, -21.263, 8.209)  1.215
C (15.508, -21.104, 6.720)  -1.760
C (15.201, -20.200, 9.058)  -0.610
Te (14.984, -18.228, 8.201)  -0.742
C (15.211, -20.401, 10.447)  1.604
C (14.799, -19.352, 11.447)  -1.614
C (15.624, -21.631, 10.953)  -0.851
H (16.458, -24.781, 9.991)  0.370
H (15.949, -24.271, 11.592)  0.385
H (17.556, -23.874, 11.004)  0.298
H (16.191, -23.302, 8.074)  0.380
H (15.583, -22.074, 6.232)  0.473
H (16.300, -20.452, 6.338)  0.332
H (14.591, -20.643, 6.364)  0.181
H (14.518, -18.411, 10.978)  -0.370
H (15.610, -19.142, 12.146)  0.390
H (13.952, -19.701, 12.035)  0.535
H (15.632, -21.784, 12.026)  0.435

Forces on atoms 1 to 2 (eV/Å):
-0.29 -0.19 0.51
0.42 0.14 -0.03